The following is a quantum chemistry calculation of a structure of composition C2H6N2P at a distorted geometry, from the OMol25 dataset.

Charge   +1
Largest force on an atom   4.64 eV Å⁻¹
HOMO   -14.79 eV
Molecular weight   89.06 g mol⁻¹

Geometry as XYZ:
```
11
C2H6N2P wB97M-V/def2-TZVPD
H 0.681 -2.115 0.285
N -1.254 0.508 0.720
H 2.298 -2.095 -0.561
H -1.086 2.178 -0.762
N 1.432 -0.341 0.025
P 0.965 1.080 0.522
H -0.622 0.669 -1.476
C -0.669 1.213 -0.473
C 1.430 -1.542 -0.104
H -1.984 0.922 1.285
H -1.192 -0.477 0.539
```